{"formula": "C19H48HgO21S6", "method": "ωB97M-V with the def2-TZVPD basis set", "homo_lumo_gap_ha": 0.23721, "total_energy_ha": -4875.1916, "multiplicity": 1, "species": ["Hg", "C", "O", "O", "O", "O", "S", "O", "O", "C", "C", "C", "H", "H", "H", "H", "H", "H", "H", "H", "O", "S", "O", "O", "C", "C", "C", "H", "H", "H", "H", "H", "H", "H", "H", "O", "S", "O", "O", "C", "C", "C", "H", "H", "H", "H", "H", "H", "H", "H", "O", "S", "O", "O", "C", "C", "C", "H", "H", "H", "H", "H", "H", "H", "H", "O", "S", "O", "O", "C", "C", "C", "H", "H", "H", "H", "H", "H", "H", "H", "O", "S", "O", "O", "C", "C", "C", "H", "H", "H", "H", "H", "H", "H", "H"], "xyz": [[-21.77040, 7.28703, 4.65809], [-21.52834, 7.39361, 1.92302], [-22.58870, 7.78502, 2.54026], [-21.41916, 7.37615, 0.65982], [-20.52342, 7.03033, 2.68482], [-22.05623, 9.57820, 4.92735], [-21.94175, 10.76531, 4.08947], [-23.08936, 11.28084, 3.39849], [-21.28778, 12.03483, 4.91313], [-22.00569, 12.74279, 5.90590], [-22.45524, 11.82759, 7.05390], [-20.53586, 10.56421, 2.98822], [-22.85871, 13.20578, 5.38445], [-21.52580, 13.65999, 6.25036], [-23.10007, 11.02812, 6.71016], [-22.91209, 12.44657, 7.83352], [-21.56941, 11.48185, 7.58903], [-19.62743, 10.67999, 3.56512], [-20.66387, 11.32856, 2.22480], [-20.70976, 9.59439, 2.51433], [-22.69783, 5.21723, 4.30001], [-23.10766, 4.03899, 3.59245], [-23.21713, 2.77827, 4.26945], [-24.58677, 4.43740, 2.95230], [-25.38952, 3.47088, 2.25370], [-25.71227, 2.18630, 3.01781], [-22.11215, 3.87129, 2.12031], [-24.81992, 3.20989, 1.35495], [-26.32988, 3.93081, 1.96386], [-26.63616, 1.77896, 2.60306], [-25.85225, 2.37928, 4.08149], [-24.93135, 1.43201, 2.99482], [-22.38432, 3.08465, 1.42466], [-21.08427, 3.81380, 2.46942], [-22.20061, 4.83003, 1.59566], [-21.92600, 7.61928, 7.02480], [-22.23470, 7.33778, 8.40384], [-23.60546, 7.05727, 8.74010], [-21.30852, 6.07238, 8.85024], [-21.85052, 5.29564, 9.93389], [-20.82643, 4.34626, 10.50071], [-21.61967, 8.63150, 9.49201], [-22.70363, 4.73638, 9.55089], [-22.17737, 5.97663, 10.72422], [-20.06507, 4.80974, 11.13931], [-20.24972, 3.79763, 9.75519], [-21.28418, 3.65716, 11.21185], [-21.79007, 9.57493, 8.97354], [-20.54300, 8.50164, 9.56306], [-22.17507, 8.67253, 10.42316], [-24.17621, 7.45297, 5.19890], [-25.49814, 7.58590, 4.62217], [-26.37555, 6.44870, 4.58217], [-26.29838, 8.74093, 5.44837], [-25.63273, 9.95784, 5.72585], [-26.58510, 11.13736, 5.56782], [-25.44886, 8.36303, 2.97291], [-24.79098, 10.16231, 5.04933], [-25.11710, 9.90311, 6.68924], [-26.91973, 11.45211, 6.55697], [-27.41896, 10.90971, 4.90876], [-26.06044, 11.98339, 5.12156], [-24.65207, 9.09688, 3.06724], [-26.43615, 8.80428, 2.86933], [-25.25901, 7.57547, 2.25261], [-19.97700, 3.38953, 4.54322], [-19.36312, 4.63578, 4.92287], [-20.20007, 5.66201, 5.47954], [-18.23744, 4.29637, 6.07131], [-17.65536, 2.99277, 6.09318], [-16.59962, 2.94099, 7.19908], [-18.28476, 5.33658, 3.63192], [-17.27836, 2.72313, 5.10231], [-18.45448, 2.27169, 6.28243], [-16.10566, 3.91777, 7.17888], [-15.83145, 2.19526, 7.02505], [-17.10125, 2.88395, 8.16252], [-18.91796, 5.58630, 2.78022], [-17.56596, 4.54881, 3.41085], [-17.78336, 6.20227, 4.05303], [-19.28742, 8.22487, 5.38970], [-18.71129, 9.06077, 6.40723], [-19.24714, 10.36391, 6.64154], [-18.71110, 8.30773, 7.82972], [-18.28117, 6.93256, 7.86737], [-17.67071, 6.71285, 9.25747], [-16.94782, 9.23404, 6.17093], [-17.54790, 6.71575, 7.09196], [-19.12738, 6.26807, 7.73121], [-17.02860, 5.83132, 9.17471], [-18.40960, 6.45817, 10.01567], [-17.06229, 7.56277, 9.55842], [-16.53469, 8.28799, 5.82313], [-16.52758, 9.45279, 7.14980], [-16.71309, 10.01157, 5.45027]], "atomic_forces_ev_per_a": [[0.39, 0.33, -1.62], [0.75, -0.12, -2.47], [-0.83, 0.34, 0.80], [-0.27, -0.07, 1.40], [0.32, -0.31, 1.06], [-0.26, 2.07, -0.06], [1.48, 0.88, -0.03], [-0.09, -0.52, 0.45], [0.76, -1.12, -0.44], [-2.33, 0.04, -0.02], [0.78, 1.36, 0.47], [-1.42, 0.05, -0.06], [-0.32, -0.46, 0.20], [1.11, -0.61, -0.08], [0.01, -0.11, 0.19], [-0.58, -0.04, -0.34], [0.10, -0.59, -0.44], [0.04, -0.24, 0.00], [0.18, 0.14, 0.11], [0.40, -0.10, 0.21], [-0.63, -1.36, -0.17], [-1.75, -0.67, -1.60], [0.20, 0.63, -0.05], [1.29, 0.20, 1.17], [0.89, -1.23, -0.12], [-0.09, 0.12, 0.37], [0.08, 1.31, 0.09], [-0.34, 0.06, -0.20], [0.27, 0.59, 0.16], [0.07, -0.10, 0.05], [-0.27, 0.21, -0.06], [0.09, 0.03, -0.32], [-0.20, -0.33, 0.46], [-0.04, -0.35, -0.01], [-0.03, 0.00, 0.07], [0.59, 0.04, 1.27], [-0.82, -0.74, 0.24], [0.85, 0.19, -0.03], [-0.28, 1.03, -0.61], [-0.29, -0.34, 0.53], [1.05, -0.01, 0.55], [0.07, 0.19, -1.04], [-0.05, 0.15, 0.06], [-0.18, -0.10, -0.07], [-0.11, 0.52, -0.29], [-0.41, -0.14, -0.19], [-0.36, -0.19, -0.41], [-0.08, -0.05, -0.17], [-0.03, -0.04, 0.29], [0.13, -0.46, 0.08], [-1.05, 0.28, -0.04], [-0.48, 0.18, -0.67], [0.42, 0.77, 0.32], [0.11, -1.28, -0.37], [1.31, 1.01, -0.56], [0.27, 0.15, 0.65], [0.03, -0.38, 1.64], [-0.24, -0.60, -0.28], [-0.57, -0.06, 0.24], [-0.45, 0.04, -0.19], [-0.08, -0.18, 0.15], [0.08, -0.03, 0.05], [0.03, -0.03, -0.60], [0.00, 0.03, -0.14], [0.31, 0.11, -0.03], [0.58, 0.62, -0.15], [0.71, -0.19, -0.04], [0.89, -0.71, 0.50], [-0.79, 0.99, -0.39], [-0.25, -1.29, -0.09], [-0.46, 1.36, -0.63], [-0.58, -1.00, 0.72], [0.31, 0.26, 0.07], [0.05, 0.03, 0.06], [0.21, -0.10, 0.06], [-0.23, -0.31, 0.17], [0.22, -0.39, 0.11], [-0.10, 0.27, 0.07], [0.00, -0.01, -0.09], [-0.23, 0.12, 0.02], [0.63, 0.34, 0.46], [0.17, 0.01, 0.08], [-0.02, -0.24, 0.27], [-0.40, 0.63, -0.85], [0.22, -0.45, 1.02], [0.13, -0.61, -0.69], [0.00, -0.54, 0.05], [-0.01, 0.19, -0.08], [-0.14, 0.14, -0.26], [0.10, 0.07, 0.13], [-0.15, 0.35, -0.03], [-0.02, 0.01, 0.08], [-0.08, 0.02, -0.06], [-0.01, 0.23, -0.05], [-0.27, 0.08, 0.01]]}